Record 1
134
Properties=species:S:1:pos:R:3 method="wB97M-V/def2-TZVPD" homo_ev=-9.121 homo_lumo_gap_ev=3.52 relative_energy_kcal_mol=39.6 charge=+1
C 2.0624 -5.2354 1.4508
C 1.4395 -4.4440 2.6073
C 0.4294 -5.3204 3.3632
C 0.8087 -3.1542 2.0986
C -0.3221 -3.2219 1.2825
C -0.9088 -2.0682 0.7731
C -2.1731 -2.1418 -0.0846
C -3.1677 -3.1957 0.3979
C -1.8966 -2.2298 -1.5819
C -0.3112 -0.8052 1.0448
C -0.8839 0.3868 0.4386
N -2.0384 1.0224 0.8987
C -3.0735 0.4357 1.7249
C -4.3215 0.1010 1.1637
C -4.7424 0.5674 -0.2344
C -5.2568 1.9991 -0.1511
C -5.7409 -0.3548 -0.9280
C -5.1905 -0.6764 1.9394
C -4.8329 -1.0784 3.2267
C -3.6346 -0.6598 3.7971
C -2.7541 0.1290 3.0573
C -1.5209 0.7361 3.6904
C -0.9004 -0.1509 4.7663
C -1.7213 2.1730 4.1569
N -2.3212 2.0783 0.1040
N -1.3181 2.1421 -0.8076
C -1.3494 3.2036 -1.7883
C -1.9248 2.9290 -3.0392
C -2.5762 1.5728 -3.3305
C -1.7384 0.7266 -4.2804
C -4.0181 1.7359 -3.8112
C -1.9760 3.9435 -3.9959
C -1.5431 5.2291 -3.6835
C -1.0671 5.5029 -2.4029
C -0.9956 4.5146 -1.4260
C -0.6611 4.9389 0.0151
C 0.3982 4.0950 0.7082
C -1.9336 5.0193 0.8634
C -0.4748 1.0105 -0.7248
C 0.5952 0.6200 -1.5279
C 0.8615 -0.7172 1.8673
C 1.4505 0.6498 2.2629
C 2.2129 1.3801 1.1722
C 2.3053 0.6182 3.5303
C 1.3586 -1.9062 2.4106
H 2.8086 -4.6381 0.9128
H 2.5566 -6.1388 1.8232
H 1.2923 -5.5367 0.7294
H 2.2399 -4.1647 3.3048
H -0.0643 -4.7482 4.1564
H -0.3415 -5.6991 2.6822
H 0.9370 -6.1772 3.8190
H -0.7580 -4.1958 1.0397
H -2.6752 -1.1778 0.0633
H -3.3354 -3.0962 1.4785
H -4.1352 -3.0522 -0.1007
H -2.8081 -4.2106 0.1815
H -1.2273 -1.4181 -1.8958
H -1.4197 -3.1887 -1.8335
H -2.8382 -2.1403 -2.1439
H -3.8350 0.5801 -0.8554
H -4.4188 2.6548 0.1083
H -5.6838 2.3334 -1.1033
H -6.0232 2.0758 0.6330
H -5.3736 -1.3888 -0.9651
H -6.7111 -0.3355 -0.4131
H -5.8976 -0.0220 -1.9639
H -6.1608 -0.9706 1.5300
H -5.5168 -1.6965 3.8078
H -3.3789 -0.9250 4.8233
H -0.8082 0.7923 2.8679
H -0.7167 -1.1623 4.3751
H 0.0563 0.2647 5.1064
H -1.5694 -0.2230 5.6356
H -2.0976 2.7918 3.3317
H -2.4540 2.2024 4.9742
H -0.7697 2.5994 4.5056
H -2.6198 1.0499 -2.3673
H -0.7750 0.4886 -3.8122
H -2.2536 -0.2138 -4.5149
H -1.5550 1.2695 -5.2181
H -4.5787 2.3929 -3.1322
H -4.0506 2.1712 -4.8188
H -4.5269 0.7635 -3.8324
H -2.4070 3.7248 -4.9755
H -1.5935 6.0232 -4.4307
H -0.7769 6.5226 -2.1415
H -0.2568 5.9571 -0.0657
H 1.2425 3.8995 0.0397
H 0.7855 4.5945 1.6066
H -0.0474 3.1491 1.0345
H -2.6435 5.7344 0.4339
H -2.4278 4.0416 0.8874
H -1.7087 5.3127 1.8953
H 0.8147 1.1795 -2.4240
H 1.1683 -0.2047 -1.1335
H 0.5947 1.3063 2.4928
H 1.5536 1.9104 0.4896
H 2.9148 2.1090 1.5975
H 2.7735 0.6801 0.5577
H 1.8346 0.0316 4.3245
H 3.2992 0.2081 3.3125
H 2.4406 1.6458 3.8980
H 2.2117 -1.8655 3.0973
F 6.4223 -1.9915 -7.0241
C 6.1399 -2.9156 -6.0610
F 5.7105 -4.0448 -6.6988
F 7.3311 -3.2327 -5.4524
C 5.1363 -2.4142 -5.0714
C 4.3364 -3.3442 -4.4144
C 3.4683 -2.8986 -3.4408
C 3.4982 -1.5440 -3.0188
C 2.9877 -1.2429 -1.7118
C 3.9545 -0.8406 -0.7235
C 4.9032 0.2067 -0.9015
C 5.6453 0.6779 0.1669
C 5.5286 0.0602 1.4114
C 6.2250 0.6693 2.5946
F 5.8872 0.0429 3.7660
F 7.5901 0.6413 2.5087
F 5.8611 1.9850 2.7403
C 4.7227 -1.0646 1.5916
C 3.9588 -1.5100 0.5323
C 4.1971 -0.6068 -3.8177
C 5.0388 -1.0468 -4.8237
H 4.4147 -4.4007 -4.6577
H 2.8354 -3.6061 -2.9054
H 2.1672 -1.8836 -1.3686
H 5.0291 0.6748 -1.8742
H 6.3334 1.5115 0.0377
H 4.7082 -1.5749 2.5504
H 3.3257 -2.3873 0.6633
H 4.0925 0.4588 -3.6187
H 5.6330 -0.3490 -5.4083

---

Record 2
56
Properties=species:S:1:pos:R:3 method="wB97M-V/def2-TZVPD" homo_ev="-2.958 / -3.077" homo_lumo_gap_ev="5.67 / 5.76" spin_multiplicity=2 charge=-1
C -1.0273 -1.8850 -0.5467
C -0.9239 -1.3673 -1.8511
C 0.4186 -1.0140 -2.0995
H -1.7316 -1.2935 -2.5850
C 1.1946 -1.3770 -0.9487
C 0.2625 -1.8451 0.0524
H 2.2749 -1.5277 -0.9144
C -1.7614 1.3439 0.9544
C -2.4683 1.2626 -0.2600
C -1.6333 1.7622 -1.3119
H -3.4910 0.9171 -0.3835
C -0.3873 2.1552 -0.7613
C -0.4621 1.9272 0.6898
H 0.8241 -0.6166 -3.0315
H 0.5570 -2.3181 0.9898
H -1.9246 -2.3091 -0.0823
H 0.1476 2.4766 1.4076
H -1.9335 1.9213 -2.3474
H -2.0860 1.0050 1.9311
Cu 0.6512 0.3292 0.1211
C 0.7912 2.8231 -1.4394
C 1.0042 4.1612 -0.7338
C 0.5417 3.0368 -2.9303
H 0.1030 4.7819 -0.8462
H 1.8543 4.7041 -1.1482
H 1.1964 4.0271 0.3352
H -0.3398 3.6649 -3.0988
H 0.3886 2.0830 -3.4503
H 1.4096 3.5378 -3.3750
C 2.0120 1.8477 -1.3159
C 3.4038 2.4193 -1.4502
H 1.9066 1.0421 -2.0575
H 2.0505 1.4088 -0.2683
O 3.7160 3.4679 -0.8798
N 4.3234 1.6755 -2.1966
C 4.4010 0.1983 -2.1311
H 5.2466 2.0974 -2.1533
C 3.7696 -0.4915 -3.3255
C 3.7233 -1.8932 -3.3904
H 4.1786 -2.4765 -2.5840
C 3.1113 -2.5255 -4.4790
H 3.0603 -3.6160 -4.5071
C 2.5732 -1.7651 -5.5217
H 2.0939 -2.2576 -6.3659
C 2.6473 -0.3693 -5.4773
H 2.2361 0.2473 -6.2768
C 3.2622 0.2651 -4.3887
H 3.3843 1.3536 -4.3537
H 3.9452 -0.1914 -1.2044
H 5.4668 -0.0756 -2.0873
C 2.4884 0.0925 2.5332
C 1.0881 -0.0010 2.0159
O 0.1064 -0.3109 2.6362
H 3.2122 0.2563 1.7224
H 2.7287 -0.8395 3.0669
H 2.5420 0.9375 3.2348

---

Record 3
12
Properties=species:S:1:pos:R:3 method="wB97M-V/def2-TZVPD" homo_ev=-9.663 smiles="C#CCC(C)=O" homo_lumo_gap_ev=10.57 relative_energy_kcal_mol=37.4
C 0.2316 -1.9778 1.6933
C 0.0641 -0.8277 1.3812
C -0.0052 0.5653 0.9357
C 0.5316 0.6351 -0.5034
C -0.4626 0.4690 -1.6291
O 1.7159 0.7649 -0.7031
H 0.4123 -2.9898 1.9785
H -1.0245 0.9616 1.0069
H 0.6510 1.1710 1.5687
H -0.0056 0.8065 -2.5613
H -1.3919 1.0155 -1.4410
H -0.7168 -0.5934 -1.7264

---

Record 4
14
Properties=species:S:1:pos:R:3 method="wB97M-V/def2-TZVPD" homo_ev=-8.365 homo_lumo_gap_ev=9.05 relative_energy_kcal_mol=51.4
C -1.8437 -0.2717 0.0240
C -0.4725 0.2993 0.3181
N 0.4404 -0.5449 1.1249
C 1.7357 -0.5044 0.8949
C 1.8353 0.1880 -0.4455
C 0.4328 0.5866 -0.8894
O 0.0807 1.0474 -1.9494
H -2.3713 0.4096 -0.6507
H -2.4159 -0.3764 0.9523
H -1.7635 -1.2521 -0.4526
H 0.1198 -1.2393 1.7803
H -0.5629 1.2503 0.8571
H 2.2415 -0.6042 -1.0916
H 2.5437 1.0118 -0.4723

---

Record 5
8
Properties=species:S:1:pos:R:3 method="wB97M-V/def2-TZVPD" homo_ev=-10.682 homo_lumo_gap_ev=9.16 relative_energy_kcal_mol=54.1
O -1.6739 1.0735 0.5081
C -1.3808 0.0150 0.0109
C 0.3971 -1.6113 -0.6030
C 0.0268 -0.3903 -0.2808
C 1.2789 0.4031 -0.0477
O 2.3134 0.0635 -0.5736
H -2.1422 -0.7390 -0.2574
H 1.2273 1.2450 0.6647

---

Record 6
23
Properties=species:S:1:pos:R:3 method="wB97M-V/def2-TZVPD" homo_ev="-9.121 / -8.979" homo_lumo_gap_ev="7.46 / 7.78" relative_energy_kcal_mol=122.2
C -0.2382 2.1260 -1.1329
C -1.3342 -1.5202 -1.3559
C 0.2979 1.2881 -0.2302
C -0.4666 -1.1401 -0.3568
C -0.7600 1.8095 -2.4485
C -1.4693 -0.8367 -2.7405
C 0.7574 -0.1028 -2.2428
C 0.5864 -0.1032 -0.6630
C -0.5337 0.3362 -2.9660
C 0.6677 1.6557 1.1758
C -0.5164 -1.5931 1.0669
O -1.4091 2.5966 -3.0472
O -2.2795 -1.3166 -3.5317
H -0.5788 3.0924 -0.7232
H -2.0267 -2.3312 -1.2399
H 1.5362 0.5483 -2.6151
H 1.1284 -1.0788 -2.5397
H 1.5129 2.2877 1.3166
H 0.8565 0.6819 1.6552
H -0.1607 2.1954 1.5390
H -1.3420 -2.2542 1.1086
H -0.5546 -0.7693 1.8941
H 0.2608 -2.3116 1.2934

---

Record 7
107
Properties=species:S:1:pos:R:3 method="wB97M-V/def2-TZVPD" homo_ev=-8.017 smiles="C=CN(CCCSC(=S)N(CC)CC)C[C@](Cl)(OC(CCCO)CCCO)C(F)(F)F.ClC(Cl)Cl.ClC(Cl)Cl.ClC(Cl)Cl.ClC(Cl)Cl.ClC(Cl)Cl.ClC(Cl)Cl.ClC(Cl)Cl.ClC(Cl)Cl" homo_lumo_gap_ev=8.01
C -0.6855 -1.4859 2.0444
C -0.2774 -1.9350 0.9368
N -0.1079 -1.0272 -0.1561
C -1.2381 -1.0944 -1.1013
C -2.5790 -1.1317 -0.4076
C -3.7478 -0.8441 -1.3460
S -4.5927 0.6986 -0.8442
C -6.2906 0.2568 -0.4791
S -6.6378 -0.1845 1.0517
N -7.2727 0.2561 -1.4154
C -6.8251 0.6305 -2.7768
C -6.5715 2.1016 -3.0106
C -8.4847 0.9711 -0.9942
C -9.6059 -0.0424 -0.6989
C 1.0909 -1.3231 -0.9168
C 2.3970 -0.6819 -0.3715
Cl 1.9348 0.8641 0.3767
O 3.2829 -0.6597 -1.4327
C 3.9843 0.5280 -1.7921
C 4.3806 0.2734 -3.2572
C 5.5316 -0.7267 -3.4420
C 6.7478 0.0236 -3.9575
O 7.9971 -0.5460 -3.5846
C 5.3046 0.7483 -1.0421
C 5.2385 1.5534 0.2505
C 4.8047 2.9854 0.0150
O 5.9125 3.6956 -0.5660
C 3.0148 -1.5875 0.7482
F 4.3081 -1.5838 0.7292
F 2.6001 -2.8163 0.6610
F 2.6777 -1.1775 1.9415
H -1.2231 -0.5543 2.0930
H -0.4799 -2.0543 2.9241
H -0.0648 -2.9856 0.8243
H -1.1387 -1.9751 -1.7404
H -1.2109 -0.2566 -1.7838
H -2.6033 -0.4128 0.3916
H -2.7324 -2.1205 -0.0203
H -4.4798 -1.6278 -1.2880
H -3.4656 -0.7707 -2.3852
H -5.9625 0.0319 -2.9951
H -7.6027 0.3329 -3.4628
H -7.4034 2.7296 -2.7413
H -5.6898 2.4782 -2.5240
H -6.4206 2.2356 -4.0702
H -8.8705 1.5961 -1.7763
H -8.3276 1.6026 -0.1385
H -9.2134 -1.0264 -0.5462
H -10.2306 -0.0909 -1.5789
H -10.2467 0.2861 0.1000
H 1.2302 -2.3799 -1.1271
H 0.9660 -0.8389 -1.8690
H 3.3930 1.4246 -1.8536
H 4.5965 1.2095 -3.7405
H 3.4971 -0.1479 -3.7190
H 5.7277 -1.3506 -2.5871
H 5.2397 -1.3921 -4.2352
H 6.6771 0.0168 -5.0388
H 6.7326 1.0674 -3.6834
H 8.5762 0.1949 -3.4049
H 5.9436 1.3045 -1.7042
H 5.7648 -0.2032 -0.8457
H 6.2518 1.6117 0.6291
H 4.6818 1.0642 1.0254
H 3.9772 3.0894 -0.6638
H 4.5855 3.4362 0.9738
H 6.3108 4.2015 0.1442
Cl 4.9487 -6.5228 0.2054
C 5.0190 -5.5998 1.7094
Cl 3.9474 -6.3048 2.9179
Cl 6.6703 -5.5078 2.3088
H 4.6828 -4.5971 1.5051
Cl 5.4910 -3.1087 5.3331
C 3.9791 -2.2001 5.2564
Cl 2.7183 -3.0061 6.1908
Cl 4.2144 -0.5471 5.8246
H 3.6596 -2.1592 4.2240
Cl -3.6152 0.7368 6.0617
C -3.9168 0.8906 4.3284
Cl -3.8386 2.5798 3.8288
Cl -2.7607 -0.0830 3.4070
H -4.9119 0.5198 4.1223
Cl -1.5773 4.9682 5.1860
C -2.5228 6.2060 4.3601
Cl -1.4665 7.2836 3.4450
Cl -3.7392 5.4872 3.3005
H -3.0368 6.7915 5.1090
Cl -4.8557 8.6886 4.4130
C -6.0575 8.7527 3.1221
Cl -5.6503 7.6630 1.7947
Cl -7.6628 8.3889 3.7546
H -6.0688 9.7611 2.7335
Cl 8.3677 0.8850 1.6330
C 8.4745 -0.8226 1.1906
Cl 7.1493 -1.7413 1.8965
Cl 8.4772 -1.0031 -0.5638
H 9.4018 -1.2166 1.5822
Cl -3.1691 0.5660 -7.1363
C -4.7752 1.2869 -7.2361
Cl -5.9727 0.2505 -6.4551
Cl -4.7793 2.8995 -6.5229
H -5.0400 1.3792 -8.2799
Cl 2.0896 -8.5535 1.6174
C 0.9681 -9.4866 2.6058
Cl 0.1252 -10.6967 1.6345
Cl 1.8127 -10.2488 3.9541
H 0.2306 -8.8082 3.0111

---

Record 8
7
Properties=species:S:1:pos:R:3 method="wB97M-V/def2-TZVPD" homo_ev=-11.006 smiles=c1cnon1 homo_lumo_gap_ev=11.49 relative_energy_kcal_mol=84.2
C -0.7590 0.3054 -0.0398
C 0.7804 0.4653 -0.0746
N 1.2053 -0.7602 -0.1536
O 0.1629 -1.5533 0.0521
N -1.0539 -0.8797 -0.0525
H -1.5622 1.0112 -0.2127
H 1.2265 1.4112 0.4811

---

Record 9
116
Properties=species:S:1:pos:R:3 method="wB97M-V/def2-TZVPD" homo_ev="-15.635 / -15.633" homo_lumo_gap_ev="8.37 / 6.28" spin_multiplicity=2 charge=+3
C 3.8771 3.7045 -0.9069
O 4.9543 3.6691 -1.8605
C 5.8747 2.5515 -1.8455
C 6.5183 2.4664 -3.2807
N 5.3882 2.5149 -4.3209
H 4.6030 3.0290 -3.9477
H 5.7777 3.1399 -5.0122
C 4.7452 1.2442 -4.9777
C 4.1951 0.1455 -3.9753
O 5.2697 -0.1722 -3.1137
C 4.9981 -1.1987 -2.1682
H 3.3873 2.7453 -0.7390
H 3.1551 4.4526 -1.2344
H 4.3067 4.1437 -0.0066
H 5.3441 1.6329 -1.5951
H 6.4917 2.6315 -0.9504
H 7.1183 1.5801 -3.4874
H 7.1406 3.3041 -3.5952
H 5.5562 0.7741 -5.5340
H 3.9023 1.5344 -5.6050
H 3.8206 -0.6842 -4.5748
H 3.4712 0.7184 -3.3957
H 5.8748 -1.2017 -1.5205
H 4.7941 -2.1931 -2.5654
H 4.1789 -0.8214 -1.5562
C 1.3509 3.4194 5.4651
O 0.2057 3.2471 4.7699
C 0.0067 2.0126 4.2256
C -1.4444 1.9262 3.7318
N -1.6120 2.8700 2.5406
H -0.9890 3.6304 2.7723
H -1.1529 2.5470 1.7009
C -3.0187 3.2595 2.0720
C -3.0628 4.3429 1.0656
O -3.9637 4.0399 -0.0773
C -5.3887 4.1538 0.1848
H 1.5391 2.7343 6.2917
H 1.4390 4.4002 5.9325
H 2.2152 3.2816 4.8153
H 0.2395 1.1713 4.8784
H 0.6896 1.8913 3.3848
H -2.0328 2.4045 4.5148
H -1.6559 0.9064 3.4100
H -3.5368 3.5481 2.9865
H -3.3386 2.2768 1.7257
H -2.1266 4.4616 0.5201
H -3.1211 5.3516 1.4746
H -5.6493 3.5167 1.0299
H -5.8547 3.7164 -0.6982
H -5.7558 5.1713 0.3192
C 2.4301 -4.6189 -0.8832
O 1.8983 -4.5566 -2.1293
C 1.5670 -3.2770 -2.6372
C 0.2608 -2.7707 -2.1176
N -0.9321 -3.6456 -2.5740
H -1.6146 -3.0310 -2.9941
H -0.6534 -4.2858 -3.3037
C -1.5999 -4.4085 -1.4442
C -2.6240 -5.3277 -2.1261
O -1.9789 -6.0496 -3.2065
C -1.1222 -7.1845 -2.8096
H 1.6071 -4.4412 -0.1910
H 3.1922 -3.8547 -0.7309
H 2.8251 -5.6317 -0.8030
H 1.5008 -3.2277 -3.7241
H 2.3777 -2.6367 -2.2895
H 0.0671 -1.8573 -2.6800
H -0.0251 -2.6336 -1.0748
H -1.9875 -3.5965 -0.8289
H -1.0238 -5.0960 -0.8249
H -3.3790 -4.6897 -2.5855
H -3.2372 -5.9899 -1.5148
H -1.3211 -7.5105 -1.7887
H -0.0847 -6.8562 -2.8717
H -1.1685 -8.0992 -3.4007
C -7.9464 1.2403 0.2753
O -7.0889 0.5995 -0.6328
C -6.5610 -0.6675 -0.1016
C -5.7731 -1.5036 -1.1876
N -4.8685 -0.7394 -2.2661
H -4.3295 -1.3519 -2.8614
H -5.4435 -0.2602 -2.9442
C -3.9399 0.2345 -1.6011
C -2.6702 -0.3826 -0.8510
O -2.9869 -1.5921 -0.1360
C -2.3242 -1.7391 1.1103
H -8.6234 1.7576 -0.4045
H -7.5238 1.9379 0.9985
H -8.7255 0.6373 0.7415
H -7.4332 -1.2437 0.2070
H -5.9559 -0.5877 0.8016
H -6.5619 -2.0101 -1.7438
H -5.1428 -2.3021 -0.7962
H -4.5288 0.9855 -1.0745
H -3.5946 0.8344 -2.4431
H -2.2191 0.4268 -0.2770
H -1.8868 -0.6503 -1.5601
H -1.3626 -2.1782 0.8445
H -2.7709 -2.3444 1.8990
H -2.1336 -0.7616 1.5532
C 4.2845 -0.0758 6.2535
F 5.3454 0.0376 5.4710
F 3.1914 0.1451 5.5459
F 4.1699 -1.3269 6.5564
S 4.2898 1.1249 7.7394
O 3.1307 0.8302 8.5830
O 5.5396 0.8371 8.4343
O 4.2079 2.4046 7.0543
C 2.6747 0.7250 1.5649
F 2.5677 2.0190 1.9052
F 3.5300 0.6123 0.5172
F 3.2322 0.1119 2.5990
S 0.8617 -0.0341 1.1723
O 1.1266 -0.7442 -0.0909
O 0.5629 -0.8704 2.3716
O -0.0200 1.1494 1.0394

---

Record 10
16
Properties=species:S:1:pos:R:3 method="wB97M-V/def2-TZVPD" homo_ev=-9.657 homo_lumo_gap_ev=9.20 relative_energy_kcal_mol=32.9
C 1.8705 -1.0580 1.3374
C 1.6070 -0.9674 -1.0917
C -2.1665 0.6738 -0.5799
C -1.1133 -0.1549 0.1712
C 0.0416 0.7368 0.4067
C 1.9250 -0.2901 0.1250
N 1.7627 -1.8462 2.1821
N 1.3712 -1.5721 -2.0262
I 3.5853 0.9611 -0.0251
H -2.2643 1.5793 0.0551
H -3.0565 0.0127 -0.6972
H -1.7770 0.8844 -1.5334
H -0.7922 -1.0872 -0.4726
H -1.4251 -0.5052 1.2060
H 0.2551 1.2128 1.3510
H 0.1765 1.4201 -0.4084